# 1
A 6-piece molecular cluster, C10H25ClN5O5 overall in a non-equilibrium geometry. Source: the Open Molecules 2025 dataset; level of theory: ωB97M-V with the def2-TZVPD basis set.

Computed properties:
**LUMO energy**: 2.6992 eV
**Electronic energy**: -40993.4110 eV

ORCA input file:
```
! wB97M-V def2-TZVPD RIJCOSX def2/J DEFGRID3
* xyz -1 1
Cl -0.263 -0.482 -0.439
O 0.483 -2.653 4.504
C 0.004 -2.109 3.518
N 0.737 -1.315 2.703
C -1.394 -2.456 3.051
H 1.714 -1.209 2.904
H 0.350 -0.957 1.832
H -1.571 -3.527 2.992
H -1.599 -2.017 2.074
H -2.155 -2.050 3.720
O 4.936 -1.553 -1.062
C 3.860 -1.027 -0.810
N 2.832 -0.976 -1.682
C 3.623 -0.513 0.597
H 2.991 -1.235 -2.638
H 1.892 -0.816 -1.323
H 4.362 0.239 0.856
H 3.779 -1.383 1.241
H 2.598 -0.209 0.806
O 0.637 4.745 -1.318
C 0.201 3.604 -1.156
N 0.742 2.556 -1.800
C -0.996 3.413 -0.261
H 1.497 2.746 -2.433
H 0.548 1.598 -1.534
H -1.818 3.980 -0.692
H -0.789 3.969 0.654
H -1.159 2.358 -0.048
O -1.996 -2.184 -5.714
C -1.453 -1.877 -4.658
N -2.121 -1.763 -3.505
C 0.054 -1.670 -4.555
H -1.589 -1.458 -2.703
H -3.124 -1.781 -3.495
H 0.578 -2.616 -4.665
H 0.322 -1.206 -3.601
H 0.395 -0.939 -5.288
O -3.346 1.873 3.640
C -2.443 1.481 2.912
N -2.670 0.588 1.911
C -1.017 1.924 3.088
H -1.981 0.506 1.175
H -3.610 0.258 1.785
H -0.349 1.392 2.414
H -0.748 1.756 4.129
H -0.946 2.990 2.875
*
```

# 2
C10H25CoNO7 as an isolated structure in a non-equilibrium geometry. Source: the Open Molecules 2025 dataset; level of theory: ωB97M-V with the def2-TZVPD basis set.

Computed properties:
**LUMO energy (alpha / beta)**: 4.1771 / 4.1772 eV
**Electronic energy**: -64210.8672 eV

ORCA input file:
```
! wB97M-V def2-TZVPD RIJCOSX def2/J DEFGRID3
* xyz -2 4
Co -0.437 -0.316 1.663
O 3.875 4.190 3.428
C 4.767 3.115 3.491
C 4.207 1.755 2.811
O 2.788 1.421 2.730
H 5.217 2.949 4.470
H 5.701 3.435 3.029
H 4.728 0.899 3.241
H 4.573 1.791 1.785
O -2.552 2.098 1.668
C -3.950 1.715 1.633
C -4.479 0.375 1.077
O -3.547 -0.699 1.138
H -4.578 2.374 1.034
H -4.365 1.904 2.623
H -4.717 0.440 0.015
H -5.302 0.086 1.730
C -1.776 -0.074 -5.207
O -0.509 -0.182 -4.640
C 0.056 0.755 -3.808
C -0.454 0.669 -2.446
N 0.279 -0.376 -1.598
C 0.270 -1.746 -2.089
C 0.916 -2.675 -1.145
O 0.589 -2.349 0.240
C 1.383 -3.053 1.228
H -2.009 -0.911 -5.866
H -1.841 0.859 -5.767
H -2.530 -0.128 -4.422
H 0.008 1.728 -4.298
H 1.109 0.488 -3.899
H -1.496 0.370 -2.560
H -0.618 1.683 -2.081
H 1.229 -0.043 -1.674
H 0.636 -1.846 -3.111
H -0.771 -2.071 -2.080
H 1.977 -2.575 -1.375
H 0.737 -3.734 -1.327
H 1.080 -2.823 2.249
H 2.442 -2.825 1.106
H 1.228 -4.121 1.077
O -1.158 -0.962 4.957
H -2.031 -0.640 5.182
H -0.678 -0.953 5.785
*
```

# 3
C10H25FNbO2 as an isolated structure in a non-equilibrium geometry. Source: the Open Molecules 2025 dataset; level of theory: ωB97M-V with the def2-TZVPD basis set.

Computed properties:
**LUMO energy**: 2.8616 eV
**Electronic energy**: -19130.5620 eV

ORCA input file:
```
! wB97M-V def2-TZVPD RIJCOSX def2/J DEFGRID3
* xyz -1 1
C -0.806 0.423 0.849
C -0.490 -0.625 -0.243
F -0.814 -1.893 0.272
Nb 1.679 -0.518 -0.963
H -0.186 1.301 0.779
H -0.613 -0.040 1.813
H -1.842 0.758 0.780
H -1.188 -0.452 -1.065
H 1.235 -0.110 -2.703
H 1.739 1.246 -0.494
H 2.350 -1.064 0.669
H 1.645 -2.279 -1.494
H 3.425 -0.319 -1.504
C 0.020 -2.558 5.150
C 0.564 -3.649 4.240
C 1.173 -2.836 3.107
O 1.616 -1.603 3.696
C 1.084 -1.482 5.013
H -0.128 -2.877 6.183
H -0.936 -2.193 4.765
H 1.342 -4.216 4.761
H -0.194 -4.351 3.893
H 0.432 -2.605 2.338
H 2.017 -3.336 2.631
H 1.899 -1.636 5.732
H 0.688 -0.474 5.149
C -0.610 3.439 -4.787
C -1.843 2.555 -4.905
C -1.786 1.775 -3.601
O -1.176 2.639 -2.640
C -0.601 3.764 -3.302
H -0.644 4.330 -5.415
H 0.283 2.869 -5.050
H -2.746 3.172 -4.938
H -1.839 1.910 -5.783
H -1.164 0.879 -3.698
H -2.772 1.476 -3.241
H -1.216 4.646 -3.083
H 0.403 3.934 -2.913
*
```

# 4
A 2-piece molecular cluster, C10H25N2O3P overall in a non-equilibrium geometry. Source: the Open Molecules 2025 dataset; level of theory: ωB97M-V with the def2-TZVPD basis set.

Computed properties:
**LUMO energy**: 0.7738 eV
**SMILES**: CC(C)=NPCN.COCCOCCOC
**Electronic energy**: -29183.8310 eV

ORCA input file:
```
! wB97M-V def2-TZVPD RIJCOSX def2/J DEFGRID3
* xyz 0 1
C 4.735 -1.694 -1.561
C 3.793 -1.257 -0.472
C 2.427 -0.788 -0.921
N 4.166 -1.353 0.743
P 3.989 -0.126 1.919
C 5.115 1.182 1.297
N 5.084 1.398 -0.178
H 5.231 -0.804 -1.938
H 5.447 -2.390 -1.130
H 4.205 -2.210 -2.359
H 1.662 -1.355 -0.398
H 2.301 -1.007 -1.977
H 2.276 0.278 -0.771
H 2.770 0.551 1.622
H 6.136 0.970 1.596
H 4.752 2.086 1.791
H 4.109 1.338 -0.452
H 5.321 2.368 -0.349
C -3.296 -2.722 -0.857
O -3.335 -1.708 0.120
C -2.085 -1.469 0.743
C -1.851 0.002 1.002
O -1.595 0.779 -0.162
C -2.687 1.022 -1.038
C -3.753 1.945 -0.493
O -4.564 1.295 0.470
C -5.024 2.155 1.487
H -3.179 -3.711 -0.402
H -4.241 -2.692 -1.397
H -2.483 -2.554 -1.574
H -1.269 -1.859 0.124
H -2.072 -1.999 1.705
H -0.943 0.079 1.604
H -2.662 0.435 1.590
H -3.123 0.089 -1.398
H -2.240 1.522 -1.901
H -4.396 2.262 -1.326
H -3.275 2.831 -0.061
H -4.195 2.714 1.937
H -5.480 1.536 2.257
H -5.772 2.859 1.106
*
```

# 5
An isolated ion of composition C10H25N2Si and charge +1 in a non-equilibrium geometry. Source: the Open Molecules 2025 dataset; level of theory: ωB97M-V with the def2-TZVPD basis set.

Computed properties:
**LUMO energy**: -2.3057 eV
**SMILES**: C=C(C)[C@H]([NH+](C)C)[Si@H](CC)N(C)C
**Electronic energy**: -21624.0027 eV

ORCA input file:
```
! wB97M-V def2-TZVPD RIJCOSX def2/J DEFGRID3
* xyz 1 1
C 0.135 3.377 0.202
C 0.386 2.309 0.921
C 1.087 2.028 2.161
C -0.131 0.932 0.139
N -1.574 0.773 0.302
C -2.231 1.778 -0.487
C -1.986 0.723 1.752
Si 0.597 -1.025 0.168
C 2.470 -1.269 0.150
C 3.076 -2.552 -0.501
N -0.638 -1.474 -1.009
C -1.042 -2.898 -1.136
C -0.221 -1.024 -2.377
H -0.381 3.448 -0.693
H 0.353 4.361 0.591
H 2.083 1.525 2.039
H 0.686 1.508 2.971
H 1.317 2.978 2.575
H 0.158 1.079 -0.838
H -1.652 -0.232 0.100
H -3.349 1.459 -0.617
H -2.357 2.791 0.028
H -1.999 1.911 -1.613
H -3.102 0.436 1.797
H -1.441 -0.076 2.121
H -1.773 1.646 2.269
H 0.021 -1.538 1.382
H 2.937 -0.365 -0.202
H 2.819 -1.438 1.212
H 4.106 -2.320 -0.681
H 3.101 -3.345 0.274
H 2.619 -2.953 -1.351
H -1.082 -3.432 -0.209
H -2.132 -2.788 -1.448
H -0.480 -3.472 -1.923
H -1.081 -0.891 -3.051
H 0.257 -0.053 -2.241
H 0.446 -1.914 -2.779
*
```

# 6
A 2-piece molecular cluster, C10H25N3O9P3S overall in a non-equilibrium geometry. Source: the Open Molecules 2025 dataset; level of theory: ωB97M-V with the def2-TZVPD basis set.

Computed properties:
**LUMO energy**: 2.5274 eV
**Electronic energy**: -72375.0902 eV

ORCA input file:
```
! wB97M-V def2-TZVPD RIJCOSX def2/J DEFGRID3
* xyz -1 1
C 0.365 -4.433 -0.315
C -0.232 -4.538 -1.695
N -0.209 -3.299 -2.461
C -1.111 -2.266 -2.001
O -2.280 -2.724 -1.434
P -2.614 -2.086 0.151
N -3.059 -1.199 1.730
C -2.679 -1.787 2.724
O -2.284 -2.335 3.710
P -4.647 -3.111 -0.004
N -5.223 -3.201 -1.498
O -1.014 -1.416 0.192
C -0.537 -1.136 -1.067
C 0.979 -1.173 -1.193
C 1.689 0.017 -0.599
O 2.015 0.960 -1.269
O 1.983 -0.017 0.735
P -1.133 0.602 -1.443
O -1.141 1.432 -0.216
H 1.396 -4.114 -0.337
H -0.178 -3.774 0.345
H 0.352 -5.416 0.135
H -1.221 -4.978 -1.622
H 0.373 -5.251 -2.241
H -0.448 -3.499 -3.413
H -1.442 -1.733 -2.903
H -2.119 -3.237 0.842
H -3.222 -0.977 -0.510
H -4.480 -4.450 0.467
H -5.608 -2.423 0.779
H -6.112 -2.727 -1.567
H 1.253 -1.179 -2.230
H 1.409 -2.054 -0.745
H 2.938 -0.053 0.788
H -0.290 1.209 -2.398
H -2.432 0.546 -1.985
O 0.789 5.789 1.612
S 1.617 4.618 1.559
O 1.921 3.906 2.762
O 3.001 5.032 0.859
C 3.694 6.171 1.386
C 4.434 5.855 2.673
C 1.045 3.510 0.328
H 2.996 6.999 1.523
H 4.402 6.465 0.612
H 3.741 5.639 3.484
H 5.053 6.704 2.968
H 5.070 4.980 2.543
H 0.871 4.069 -0.587
H 0.115 3.062 0.682
H 1.789 2.736 0.178
*
```

# 7
C10H26AgBr3N2O3 as an isolated structure in a non-equilibrium geometry. Source: the Open Molecules 2025 dataset; level of theory: ωB97M-V with the def2-TZVPD basis set.

Computed properties:
**LUMO energy (alpha / beta)**: 2.6014 / 0.5353 eV
**Electronic energy**: -234042.5226 eV

ORCA input file:
```
! wB97M-V def2-TZVPD RIJCOSX def2/J DEFGRID3
* xyz -1 2
Ag -9.335 5.261 -3.152
Br -11.820 5.324 -1.705
Br -6.863 5.452 -4.401
Br -10.168 2.895 -4.675
C -9.727 7.381 -6.896
C -9.796 7.787 -5.409
C -10.519 9.116 -5.250
O -9.751 10.200 -5.734
C -10.405 11.438 -5.498
N -10.498 6.586 -4.773
H -9.334 8.174 -7.550
H -10.731 7.251 -7.311
H -9.064 6.546 -7.119
H -8.749 7.821 -5.096
H -10.837 9.198 -4.202
H -11.452 9.116 -5.831
H -10.339 12.045 -6.399
H -9.879 11.922 -4.666
H -11.419 11.313 -5.112
H -11.459 6.937 -4.851
H -10.520 5.966 -5.573
C -7.988 2.325 -1.715
O -8.459 3.638 -1.509
C -8.060 4.208 -0.282
C -8.523 5.664 -0.117
N -8.449 6.422 -1.374
C -8.953 7.755 -0.987
C -8.708 8.691 -2.136
O -7.302 8.745 -2.351
C -6.800 9.751 -3.214
H -8.612 1.476 -1.425
H -7.091 2.178 -1.095
H -7.678 2.341 -2.760
H -6.964 4.215 -0.227
H -8.447 3.590 0.535
H -7.926 6.020 0.735
H -9.545 5.766 0.251
H -7.468 6.477 -1.647
H -8.470 8.161 -0.093
H -10.033 7.689 -0.845
H -9.073 9.720 -2.041
H -9.200 8.286 -3.026
H -6.876 9.463 -4.261
H -5.761 9.803 -2.883
H -7.150 10.771 -3.022
*
```

# 8
C10H26Cl2NO3P2Sm as an isolated structure in a non-equilibrium geometry. Source: the Open Molecules 2025 dataset; level of theory: ωB97M-V with the def2-TZVPD basis set.

Computed properties:
**LUMO energy (alpha / beta)**: -6.8631 / -5.8540 eV
**Electronic energy**: -79941.0325 eV

ORCA input file:
```
! wB97M-V def2-TZVPD RIJCOSX def2/J DEFGRID3
* xyz 2 6
C 0.973 0.147 -4.751
C 0.826 0.155 -3.279
H 2.016 0.201 -5.085
H 0.409 1.012 -5.146
H 0.507 -0.785 -5.121
O 1.630 0.269 -2.355
Cl -0.978 -0.033 -2.853
Sm -0.350 0.064 -0.098
P -0.086 3.052 -0.419
C 0.985 4.249 0.433
C 0.066 3.573 -2.162
H -0.062 4.663 -2.268
H -1.799 4.800 -0.159
H -0.684 3.051 -2.772
H -2.510 3.199 -0.544
H 2.014 4.123 0.090
H 1.060 3.270 -2.525
C -1.742 3.721 0.033
H 0.664 5.283 0.261
H -1.909 3.512 1.094
H 0.960 4.032 1.503
P 0.109 -3.027 -0.118
C 1.350 -3.925 0.873
C -1.432 -3.861 0.480
H -0.318 -3.249 -2.477
H 0.068 -4.862 -1.770
H 1.367 -3.649 -2.070
C 0.321 -3.788 -1.761
H -2.279 -3.431 -0.070
H -1.394 -4.955 0.347
H 1.149 -5.003 0.941
H 1.336 -3.494 1.881
H -1.549 -3.605 1.543
H 2.341 -3.752 0.441
Cl -2.755 -0.733 -0.254
N 0.646 -0.465 4.570
C -0.573 0.250 4.073
C -0.435 0.336 2.600
O -1.196 1.057 1.876
O 0.536 -0.354 2.071
H 0.479 -1.443 4.803
H 0.954 -0.033 5.439
H 1.402 -0.458 3.852
H -1.452 -0.352 4.312
H -0.661 1.238 4.542
*
```